Molecular formula: C5H7NO4
Method: DFT, wB97M-V/def2-TZVPD

The geometry in ORCA input format:
```
! wB97M-V def2-TZVPD RIJCOSX def2/J DEFGRID3
* xyz 0 1
N -1.025 -0.057 1.819
C -0.206 -0.114 0.662
C 0.545 1.173 0.212
O 1.557 0.943 1.241
C 1.350 -0.385 0.670
C 1.348 0.241 -0.737
O 0.533 -0.450 -1.654
C -0.852 -0.839 -0.501
O -1.251 -1.973 -0.528
H -1.282 -0.985 2.146
H -0.535 0.420 2.570
H 0.130 2.171 0.046
H 1.916 -1.228 1.078
H 2.292 0.619 -1.140
O -1.732 0.340 -1.571
H -0.446 0.347 -2.251
H -2.342 -0.224 -2.061
*
```

Output
ΔE to the lowest compared entry with this formula, charge and spin = 4.964 eV
HOMO-LUMO gap = 10.25 eV
E_tot = -14973.218 eV

Mulliken population analysis, charges in e, atoms 1 to 5: number 1, N, carries -0.699; number 2, C, carries 0.772; number 3, C, carries -0.424; number 4, O, carries -0.540; number 5, C, carries -0.463

---

Molecular formula: C5H7NO4
Method: DFT, wB97M-V/def2-TZVPD

The geometry in ORCA input format:
```
! wB97M-V def2-TZVPD RIJCOSX def2/J DEFGRID3
* xyz 0 1
O -2.658 1.478 0.089
C -2.142 0.397 0.285
N -0.803 0.220 0.498
C 0.343 1.097 0.581
O 0.443 2.285 0.496
C 1.208 -0.077 1.077
O 1.790 -0.796 -0.008
C 0.681 -1.726 -0.057
C -0.073 -0.941 1.022
H -2.715 -0.548 0.327
H 1.854 0.069 1.950
H 0.995 -2.726 0.267
H 0.208 -1.769 -1.046
H -0.523 -1.448 1.878
O 0.795 1.277 -2.424
H 0.748 2.206 -2.668
H -0.153 1.000 -2.265
*
```

Output
ΔE to the lowest compared entry with this formula, charge and spin = 1.736 eV
HOMO-LUMO gap = 10.34 eV
SMILES string = O=CN1C(=O)[C@@H]2OC[C@@H]21.O
E_tot = -14976.446 eV

Mulliken population analysis, charges in e, atoms 1 to 5: number 1, O, carries -0.503; number 2, C, carries 0.045; number 3, N, carries 0.158; number 4, C, carries 0.210; number 5, O, carries -0.523

---

Molecular formula: C5H7NOS
Method: DFT, wB97M-V/def2-TZVPD

The geometry in ORCA input format:
```
! wB97M-V def2-TZVPD RIJCOSX def2/J DEFGRID3
* xyz 0 1
C -0.553 -0.572 -0.063
C -0.002 -0.075 -1.373
C 0.421 1.030 0.675
C -1.106 0.581 0.744
C 0.774 -0.363 0.831
H -0.400 -2.171 0.456
H -0.776 0.365 -2.149
H 0.814 -0.981 -1.719
H 1.816 0.832 -0.928
H 0.503 1.941 1.402
H -1.788 1.253 0.092
H -1.576 0.334 1.831
N 0.802 1.152 -0.837
O -0.893 -1.918 -0.336
S 1.964 -1.406 1.376
*
```

Output
ΔE to the lowest compared entry with this formula, charge and spin = 4.899 eV
HOMO-LUMO gap = 8.46 eV
E_tot = -19666.704 eV

Mulliken population analysis, charges in e, atoms 1 to 5: number 1, C, carries 0.534; number 2, C, carries -0.515; number 3, C, carries 0.147; number 4, C, carries -0.572; number 5, C, carries -0.429

---

Molecular formula: C5H7NOS
Method: DFT, wB97M-V/def2-TZVPD

The geometry in ORCA input format:
```
! wB97M-V def2-TZVPD RIJCOSX def2/J DEFGRID3
* xyz 0 1
C 1.330 -1.467 -0.348
C 2.593 -0.982 -0.269
C 0.591 0.281 0.880
C -2.212 0.226 -0.387
C -1.899 1.124 0.661
N 0.288 -0.750 0.253
O 2.469 1.640 -0.282
S 2.390 0.583 0.696
H 0.940 -2.383 -0.792
H 3.442 -1.376 -0.606
H -1.208 -0.323 -0.353
H -2.382 0.865 -1.353
H -2.988 -0.474 -0.294
H -1.758 0.756 1.659
H -1.596 2.281 0.534
*
```

Output
ΔE to the lowest compared entry with this formula, charge and spin = 7.476 eV
HOMO-LUMO gap (alpha / beta) = 7.15 / 7.05 eV
E_tot = -19664.127 eV

Mulliken population analysis, charges in e, atoms 1 to 5: number 1, C, carries -0.312; number 2, C, carries -0.527; number 3, C, carries -0.223; number 4, C, carries -0.376; number 5, C, carries -0.468

---

Molecular formula: C5H7NOS
Method: DFT, wB97M-V/def2-TZVPD

The geometry in ORCA input format:
```
! wB97M-V def2-TZVPD RIJCOSX def2/J DEFGRID3
* xyz 0 1
O -0.812 -1.317 1.288
C -0.376 -0.288 0.802
C 0.326 0.755 1.618
S 1.083 2.003 0.948
C -0.627 0.040 -0.689
C 0.611 -0.361 -1.564
C -0.098 -1.699 -1.762
N -1.378 -1.041 -1.382
H 0.379 0.435 2.634
H -1.013 1.058 -0.865
H 0.650 0.253 -2.463
H 1.552 -0.391 -1.038
H 0.273 -2.459 -1.043
H -0.108 -2.164 -2.704
H -1.929 -1.647 -0.751
*
```

Output
ΔE to the lowest compared entry with this formula, charge and spin = 2.424 eV
HOMO-LUMO gap = 7.43 eV
SMILES string = O=C(C=S)[C@H]1CCN1
E_tot = -19669.179 eV

Mulliken population analysis, charges in e, atoms 1 to 5: number 1, O, carries -0.536; number 2, C, carries 0.547; number 3, C, carries -0.426; number 4, S, carries -0.185; number 5, C, carries 0.078

---

Molecular formula: C5H7NOS
Method: DFT, wB97M-V/def2-TZVPD

The geometry in ORCA input format:
```
! wB97M-V def2-TZVPD RIJCOSX def2/J DEFGRID3
* xyz 0 1
C 1.256 0.599 0.145
C -0.021 0.133 0.173
C 0.084 -1.328 0.354
C 1.482 -1.576 -0.160
C -1.218 0.806 0.088
H 1.062 2.654 -0.203
H 2.808 2.020 -0.833
H -0.598 -1.938 -0.318
H -0.258 -1.444 1.440
H 2.183 -2.269 0.320
H 1.536 -1.994 -1.323
H -1.110 1.876 0.026
N 1.636 1.820 0.112
O 2.174 -0.359 -0.151
S -2.747 -0.036 -0.143
*
```

Output
ΔE to the lowest compared entry with this formula, charge and spin = 4.727 eV
HOMO-LUMO gap = 6.64 eV
E_tot = -19666.875 eV

Mulliken population analysis, charges in e, atoms 1 to 5: number 1, C, carries 0.618; number 2, C, carries 0.295; number 3, C, carries -0.382; number 4, C, carries -0.446; number 5, C, carries -0.629

---

Which of these has the highest ΔE to the lowest compared entry with this formula, charge and spin?
number 4